(1)
# C38H40AgAsN3O8P3

C38H40AgAsN3O8P3 as an isolated structure (ωB97M-V with the def2-TZVPD basis set, the Open Molecules 2025 dataset).

Summary:
LUMO: 4.07 eV
total charge: -2
energy above the lowest of the compared OMol25 structures with the same formula, charge and spin: 0.0 kJ/mol

Geometry as XYZ:
```
94
Properties=species:S:1:pos:R:3:forces:R:3:lowdin_charge:R:1
Ag -1.801 -1.106 1.967 0.020 -0.306 0.539 0.696
As 3.054 3.127 -0.752 0.066 0.023 0.022 1.241
P -3.044 -4.571 3.436 0.133 -0.169 0.020 0.467
P -1.051 -3.004 5.021 -0.057 0.014 -0.282 0.286
P -1.354 0.942 -0.213 -0.031 -0.193 0.220 0.776
O -1.436 -1.637 4.565 0.045 0.139 -0.080 -0.352
O -0.312 -3.302 6.272 0.018 -0.173 0.048 -0.323
O -2.993 -3.562 2.361 -0.183 0.107 -0.024 -0.304
O -2.570 0.435 0.765 -0.260 0.199 -0.216 -0.721
O -4.503 -5.246 3.561 0.069 -0.048 0.024 -0.125
O -2.475 -5.161 5.954 -0.078 -0.150 -0.143 -0.073
O -2.132 -5.861 3.168 -0.204 0.013 -0.206 -0.127
O -0.284 -3.739 3.755 0.068 0.083 0.093 -0.208
N 1.827 -2.651 1.172 -0.025 -0.093 0.092 0.125
N 0.750 -0.982 2.437 0.036 -0.038 0.067 0.091
N -0.429 -2.751 0.492 0.017 -0.162 0.012 0.102
C 3.788 1.463 -1.479 -0.007 -0.005 0.025 -0.424
C 3.204 0.111 3.113 -0.024 0.029 0.006 -0.081
C -3.390 -0.171 -1.812 -0.380 0.009 0.690 -0.116
C -1.999 -0.426 -4.172 0.020 0.010 0.015 -0.127
C 2.739 4.053 -2.445 0.028 0.068 0.040 -0.423
C -2.081 0.325 -1.848 -0.012 0.073 -0.062 -0.309
C 0.298 -4.243 -1.728 -0.023 0.000 -0.005 -0.085
C -1.335 -3.127 -0.418 0.008 0.036 0.008 -0.129
C 4.883 1.502 -2.341 0.003 0.015 -0.019 -0.147
C 2.026 0.718 3.536 0.025 -0.022 -0.007 -0.070
C 2.683 5.444 -2.417 0.024 -0.009 -0.025 -0.146
C -1.941 2.722 -0.182 -0.122 0.053 -0.078 -0.322
C 1.870 -1.525 2.001 0.038 0.039 -0.071 -0.314
C -2.272 3.481 -1.307 0.058 -0.050 0.047 -0.101
C 1.246 -3.851 -0.810 -0.022 0.024 -0.011 -0.039
C 4.941 -0.898 -2.460 0.015 -0.003 0.003 -0.116
C -2.663 4.808 -1.201 -0.011 0.044 0.014 -0.119
C -1.028 -3.864 -1.544 0.024 0.011 -0.005 -0.068
C 0.836 -3.075 0.286 0.041 0.098 -0.063 -0.306
C 0.832 0.128 3.178 -0.010 -0.023 0.017 -0.135
C 5.455 0.337 -2.832 -0.002 0.002 0.001 -0.114
C 3.290 0.218 -1.101 0.000 0.001 -0.013 -0.108
C 3.860 -0.950 -1.592 -0.001 -0.013 0.042 -0.091
C -2.413 4.686 1.177 -0.017 0.009 -0.001 -0.124
C -3.997 -0.759 -2.914 0.001 -0.020 -0.007 -0.126
C 2.150 5.516 -4.759 -0.002 0.003 -0.007 -0.121
C -2.624 -4.014 5.114 -0.055 0.046 0.061 -0.603
C 2.200 4.129 -4.800 -0.002 -0.005 0.003 -0.100
C 2.385 6.174 -3.560 -0.001 0.012 0.001 -0.117
C 3.136 -1.023 2.338 -0.006 0.022 -0.042 -0.033
C -3.301 -0.904 -4.109 -0.016 0.016 0.056 -0.148
C -2.048 3.348 1.062 0.038 -0.048 -0.032 -0.111
C 0.353 1.880 -1.412 0.417 0.263 -0.235 -0.394
C 2.482 3.403 -3.650 -0.030 -0.038 0.002 -0.116
C -1.409 0.186 -3.070 0.004 -0.011 -0.035 -0.112
C -2.724 5.426 0.045 0.006 -0.027 -0.027 -0.143
C -3.742 -3.156 5.693 0.020 0.096 -0.081 -0.087
C 1.177 2.563 -0.369 -0.173 -0.145 0.002 -0.508
H 0.592 -4.823 -2.595 0.001 0.001 0.000 0.099
H -5.019 -1.119 -2.837 0.005 0.002 0.011 0.082
H 2.292 -4.102 -0.940 -0.001 -0.013 -0.003 0.097
H -3.915 -0.096 -0.841 0.306 -0.028 -0.581 0.090
H 2.487 2.321 -3.685 0.007 0.000 0.002 0.097
H 3.436 -1.908 -1.311 -0.014 -0.007 0.002 0.075
H 5.284 2.463 -2.647 -0.003 -0.001 0.000 0.092
H -1.799 -4.115 -2.258 -0.001 0.002 0.000 0.098
H 5.376 -1.812 -2.848 -0.002 -0.001 0.000 0.088
H 2.335 7.256 -3.514 0.000 0.000 -0.001 0.088
H 0.144 2.539 -2.266 -0.018 0.038 -0.010 0.038
H 2.741 -2.993 0.932 0.018 0.024 -0.019 0.116
H 2.872 5.964 -1.483 0.001 -0.001 0.003 0.079
H 2.033 1.621 4.130 -0.001 0.002 -0.001 0.097
H -0.118 0.540 3.495 0.010 -0.020 0.042 0.098
H -1.858 2.760 1.953 0.008 0.007 -0.029 0.088
H -2.350 -2.806 -0.219 -0.002 -0.016 0.007 0.096
H -3.017 6.467 0.130 0.003 -0.001 -0.003 0.077
H -1.531 -5.265 6.119 0.119 0.176 0.156 0.072
H 0.711 3.487 -0.009 0.005 0.053 -0.043 0.047
H 1.995 3.606 -5.727 -0.001 0.000 -0.001 0.094
H -3.764 -1.377 -4.968 0.008 0.003 -0.001 0.076
H 1.274 1.926 0.524 0.000 0.012 0.010 0.023
H 1.917 6.080 -5.654 0.001 0.001 -0.001 0.087
H 0.869 0.986 -1.772 -0.034 -0.086 -0.038 0.013
H -2.202 3.022 -2.286 0.001 -0.013 -0.008 0.094
H 4.033 -1.501 1.963 0.013 0.000 -0.023 0.104
H -3.963 -2.319 5.031 -0.011 0.004 0.009 0.079
H 6.299 0.394 -3.511 -0.001 -0.001 0.002 0.089
H -2.914 5.369 -2.096 0.000 -0.002 0.008 0.083
H -1.298 -5.546 2.790 0.140 0.055 0.195 0.069
H 2.436 0.155 -0.438 -0.042 0.005 0.013 0.086
H -5.061 -4.853 2.879 -0.012 0.007 -0.025 0.078
H -3.414 -2.760 6.654 -0.011 0.009 -0.001 0.084
H -0.244 -3.083 3.039 -0.019 -0.024 -0.073 0.006
H -1.430 -0.521 -5.092 0.000 0.000 -0.002 0.082
H -2.466 5.147 2.158 0.000 -0.002 -0.005 0.083
H -0.403 0.558 -3.182 0.032 0.023 0.021 0.063
H -4.636 -3.765 5.842 0.004 -0.012 -0.001 0.072
H 4.168 0.534 3.369 0.001 -0.001 -0.001 0.101
```
Positions in Å, forces in eV/Å.

=====

(2)
# C32H28BrCl4N3O5W

C32H28BrCl4N3O5W as an isolated structure in a non-equilibrium geometry (ωB97M-V with the def2-TZVPD basis set, the Open Molecules 2025 dataset).

Summary:
LUMO: -8.39 eV
total charge: +2

Geometry as XYZ:
```
74
Properties=species:S:1:pos:R:3:forces:R:3:lowdin_charge:R:1
W 0.581 -1.145 1.462 -0.641 -1.201 0.275 1.918
Br 1.902 1.510 0.964 0.373 0.107 0.305 1.057
Cl 6.450 -2.875 4.215 0.048 -0.019 0.013 0.767
Cl 4.778 -1.878 6.651 0.022 -0.008 0.031 0.766
Cl 5.222 -2.718 1.297 0.002 0.008 0.056 0.773
Cl 1.867 -0.716 6.177 0.046 -0.014 0.029 0.786
O 0.093 -0.436 -0.128 -0.354 0.448 -0.619 -0.292
O -0.758 -4.745 2.931 0.010 0.009 -0.040 0.216
O 2.437 -1.495 1.346 0.263 -0.152 0.224 -0.272
O 1.138 -0.742 3.233 0.199 0.100 0.313 -0.242
O -2.277 -2.786 3.952 0.043 0.051 0.082 0.211
N 0.774 -3.036 0.331 0.120 0.600 0.162 -0.026
N -1.103 0.055 2.303 0.493 0.003 0.058 -0.015
N -0.672 -2.494 2.293 0.300 0.325 -0.132 -0.022
C -0.045 3.086 -2.310 0.032 0.034 -0.001 -0.116
C -0.905 2.024 -2.612 -0.059 0.039 -0.089 0.059
C 4.132 -1.791 5.077 0.014 -0.015 -0.024 -0.677
C 0.881 5.417 -2.651 0.031 0.029 0.006 -0.056
C -2.649 0.047 4.120 -0.105 0.019 0.046 0.066
C -1.955 -0.285 -2.281 0.093 0.031 -0.001 -0.523
C -0.949 0.813 -1.932 -0.045 0.167 -0.100 -0.067
C -2.813 0.111 -3.486 -0.025 -0.007 -0.025 -0.046
C -2.093 2.092 3.013 -0.022 0.076 -0.012 0.013
C 4.368 -2.184 2.681 0.130 -0.059 -0.025 -0.612
C -0.027 0.707 -0.889 0.123 -0.207 0.093 -0.294
C 0.414 -4.149 0.965 -0.115 -0.077 -0.080 -0.165
C 0.303 3.976 -4.603 0.006 0.002 -0.017 -0.026
C 0.748 -5.403 0.516 0.022 -0.095 -0.074 0.068
C 2.361 -1.229 3.607 -0.294 0.273 0.086 -0.317
C 1.498 -3.102 -0.792 -0.010 -0.073 -0.052 -0.084
C 0.823 1.754 -0.550 -0.062 0.084 -0.120 -0.552
C 1.486 -5.490 -0.657 0.005 -0.012 0.000 0.031
C -0.087 4.351 -3.164 0.013 -0.059 0.036 -0.553
C 2.850 -1.272 4.896 -0.017 0.042 0.120 -0.611
C -1.626 -2.063 3.270 -0.073 -0.424 -0.037 -0.380
C 4.886 -2.245 3.977 -0.013 0.006 0.019 -0.676
C 0.830 2.948 -1.230 -0.183 0.001 -0.224 -0.030
C -1.255 1.382 2.176 -0.180 -0.144 -0.094 -0.081
C -1.512 4.924 -3.149 -0.021 0.026 0.007 -0.030
C -2.785 1.424 4.009 -0.064 0.045 0.049 0.028
C -0.398 -3.898 2.181 -0.286 0.069 0.197 -0.375
C 3.102 -1.664 2.536 0.056 0.070 -0.429 -0.319
C 1.853 -4.325 -1.321 0.017 -0.043 -0.051 0.016
C -1.220 -1.588 -2.631 -0.004 -0.056 -0.038 -0.025
C -1.796 -0.587 3.254 0.052 0.035 -0.106 -0.177
C -2.893 -0.508 -1.086 -0.070 -0.038 0.032 -0.023
H 1.921 5.085 -2.694 -0.036 -0.005 0.000 0.094
H 1.775 -6.456 -1.051 -0.008 0.012 0.001 0.137
H -1.926 -2.297 -3.065 0.005 -0.004 0.015 0.100
H -1.836 5.162 -2.133 0.020 0.000 -0.015 0.095
H -3.634 -1.268 -1.340 0.007 0.014 0.009 0.101
H -0.726 1.870 1.374 0.040 0.048 0.021 0.078
H -1.538 5.845 -3.733 -0.001 -0.020 0.005 0.098
H -3.407 1.006 -3.295 0.021 -0.020 0.012 0.097
H -2.191 3.159 2.875 -0.009 -0.010 0.016 0.132
H 0.426 -6.267 1.081 0.014 -0.011 -0.015 0.147
H -3.188 -0.544 4.848 0.011 0.016 0.011 0.147
H -0.430 -1.416 -3.366 -0.033 0.012 0.005 0.104
H -2.363 -0.855 -0.195 0.024 -0.005 -0.010 0.057
H -0.405 3.273 -5.046 0.016 0.007 0.009 0.084
H 0.650 5.725 -1.628 -0.010 -0.008 -0.025 0.093
H -2.215 0.272 -4.385 0.005 -0.018 0.035 0.101
H -0.785 -2.064 -1.753 0.007 0.030 0.015 0.050
H -2.238 4.239 -3.589 0.015 0.008 0.012 0.082
H 1.299 3.531 -4.642 -0.017 0.016 0.011 0.097
H -3.435 1.966 4.684 0.002 -0.005 -0.008 0.137
H 1.499 3.744 -0.937 0.000 -0.017 0.006 0.113
H 2.422 -4.355 -2.240 0.000 -0.028 0.006 0.133
H 1.784 -2.170 -1.258 0.032 0.013 0.009 0.134
H 0.310 4.873 -5.224 -0.011 -0.016 0.015 0.099
H -3.508 -0.701 -3.697 -0.010 0.010 -0.006 0.098
H -1.589 2.160 -3.437 0.036 0.003 0.029 0.105
H -3.429 0.408 -0.832 0.009 -0.006 -0.018 0.100
H 0.801 6.304 -3.280 0.002 -0.016 0.008 0.098
```
Positions in Å, forces in eV/Å.